(1)
Molecular formula: C4H8N2
Method: DFT, the ωB97M-V functional and the def2-TZVPD basis

Each line ends with the Mulliken charge.
CARTESIAN COORDINATES (ANGSTROEM)
C (1.93142, 0.02695, 0.32190)  -0.802
N (0.57816, -0.49409, 0.43815)  -0.232
C (-0.40666, -0.01683, -0.37403)  0.130
C (-1.73162, -0.72510, -0.31200)  -1.251
C (-0.20395, 2.30622, -0.25930)  -0.182
N (-1.07062, 1.63828, 0.20219)  -0.322
H (2.35770, -0.25826, -0.64563)  0.257
H (2.54701, -0.42216, 1.10509)  0.346
H (1.94925, 1.12454, 0.40596)  0.309
H (0.27555, -0.71363, 1.37658)  0.270
H (-0.03655, 0.18990, -1.38014)  0.417
H (-2.45139, -0.15850, -0.90169)  0.344
H (-1.65542, -1.74812, -0.69994)  0.367
H (-2.08289, -0.74919, 0.72287)  0.351

**HOMO energy**: -0.36991 Eh
**Energy above the lowest of the compared OMol25 structures with the same formula, charge and spin**: 2.1561 eV
**DFT total energy**: -7255.719 eV


(2)
Molecular formula: C60H85ClN11O5
Method: DFT, the ωB97M-V functional and the def2-TZVPD basis

Each line ends with the Mulliken charge.
CARTESIAN COORDINATES (ANGSTROEM)
C (6.60970, 1.93494, 0.88522)  -1.045
C (5.78435, 3.27497, 0.49234)  -0.284
C (5.73165, 3.44780, -1.10419)  -0.723
C (4.32280, 3.07289, -1.78562)  -0.376
C (3.50048, 1.91380, -1.04807)  -0.121
C (2.07906, 1.67166, -1.79672)  -0.143
C (1.05896, 0.94564, -0.75310)  -0.206
C (0.91955, -0.59202, -1.28624)  -1.181
N (0.62215, -1.46762, -0.10076)  0.961
C (1.10954, -2.88036, -0.35762)  -0.621
C (2.46058, -3.12952, 0.47089)  -0.233
C (3.69268, -2.46657, -0.35956)  -0.258
O (4.57163, -1.82243, 0.28826)  -0.520
C (-0.03041, -3.99501, -0.17031)  -0.167
C (0.51559, -5.51462, -0.30351)  -1.181
N (1.39346, -5.72825, -1.49149)  -0.485
N (-0.79085, -3.92188, 1.10318)  0.223
C (-1.11175, -2.52829, 1.53611)  0.776
C (-0.21063, -2.23524, 2.86584)  -0.122
C (-0.88494, -2.70909, 4.23097)  -0.044
O (-1.03449, -1.82640, 5.12034)  -0.559
Cl (-1.40679, -4.40646, 4.63257)  -0.094
C (-2.70914, -2.52279, 1.86186)  -1.531
C (-3.24312, -1.12694, 2.45234)  1.288
C (-4.58221, -0.59933, 1.67506)  -1.133
O (-3.67250, -1.30531, 3.84987)  -0.626
C (-0.79702, -1.40045, 0.39671)  -2.565
O (-1.79052, -1.40654, -0.63412)  -0.273
C (-2.35295, -0.09054, -0.87815)  0.095
C (-3.73239, -0.14685, -1.73658)  -0.714
N (-3.76817, 0.84682, -2.84233)  -0.423
C (-3.50067, 2.23782, -2.38461)  -0.531
C (-4.53523, 2.82102, -1.29971)  0.339
C (-6.03912, 2.28426, -1.42937)  -1.318
O (-3.97857, 2.68644, 0.05401)  -0.489
H (6.58930, 1.13294, 0.06778)  0.243
H (6.32022, 1.52035, 1.92168)  0.254
H (7.71512, 2.26481, 0.97283)  0.333
H (4.77098, 3.34340, 1.01470)  0.266
H (6.41060, 4.15408, 0.90777)  0.315
H (6.59511, 2.86104, -1.57430)  0.351
H (5.91576, 4.56452, -1.33080)  0.326
H (3.73000, 4.05886, -1.90233)  0.114
H (4.55852, 2.73539, -2.86849)  0.231
H (4.09677, 0.94111, -1.10870)  -0.057
H (3.26251, 2.18355, 0.03833)  0.155
H (2.22017, 1.07663, -2.76400)  0.690
H (1.62031, 2.68730, -2.04527)  -0.388
H (1.49839, 0.99872, 0.30027)  0.409
H (0.06502, 1.50375, -0.74535)  0.115
H (1.94810, -0.82063, -1.76259)  0.760
H (0.16296, -0.68400, -2.14214)  0.179
H (1.21616, -1.10510, 0.68022)  0.737
H (1.40840, -2.91226, -1.47506)  0.803
H (2.49352, -2.62745, 1.50004)  -0.028
H (2.73991, -4.22521, 0.61723)  0.657
H (3.78572, -2.50822, -1.49816)  0.406
H (-0.79302, -3.86743, -1.03338)  0.173
H (-0.32459, -6.28669, -0.22970)  0.373
H (1.17187, -5.67921, 0.63948)  0.445
H (1.35568, -4.95155, -2.16516)  0.211
H (2.35648, -5.87195, -1.14756)  0.294
H (-0.38254, -4.49755, 1.85012)  0.529
H (0.74122, -2.88177, 2.73808)  0.292
H (0.10118, -1.13796, 2.84415)  0.230
H (-3.00152, -3.33958, 2.61238)  0.149
H (-3.32891, -2.74621, 0.91238)  0.524
H (-2.42111, -0.32879, 2.46401)  0.065
H (-4.35166, 0.45967, 1.31807)  0.026
H (-4.93174, -1.31481, 0.85925)  0.211
H (-5.43912, -0.52004, 2.43320)  0.444
H (-3.56932, -0.44652, 4.31363)  0.313
H (-0.88413, -0.39391, 0.96450)  1.055
H (-1.60639, 0.46216, -1.56685)  -0.019
H (-2.59121, 0.51871, 0.05617)  0.036
H (-3.73997, -1.19386, -2.23441)  0.318
H (-4.66058, -0.13520, -1.05557)  0.159
H (-4.64771, 0.82048, -3.37162)  0.374
H (-3.59135, 2.91125, -3.31880)  0.465
H (-2.42166, 2.39420, -2.00402)  0.012
H (-4.58548, 3.96355, -1.48722)  0.517
H (-6.14693, 1.24355, -1.88004)  0.262
H (-6.48231, 2.22120, -0.36182)  0.286
H (-6.71322, 3.03921, -1.98788)  0.316
H (-3.69883, 3.55818, 0.39835)  0.255
N (0.74387, 4.56216, -3.19764)  -0.205
C (0.36709, 5.37071, -2.19285)  -0.177
C (-0.20653, 6.61771, -2.37976)  -0.647
C (-0.40102, 7.06204, -3.67949)  -0.218
C (-0.01932, 6.24820, -4.73688)  -0.632
C (0.54278, 5.01594, -4.44543)  -0.409
H (0.54265, 4.98048, -1.19476)  0.453
H (-0.49374, 7.22679, -1.53144)  0.416
H (-0.84605, 8.03329, -3.86662)  0.447
H (-0.15598, 6.56370, -5.76365)  0.407
H (0.85397, 4.34253, -5.23780)  0.439
N (3.42222, -2.14148, 9.29365)  -0.559
C (2.54260, -3.15472, 9.24255)  -0.204
C (1.48819, -3.21627, 8.34537)  -0.663
C (1.32760, -2.16929, 7.44923)  0.074
C (2.22133, -1.10824, 7.48132)  -0.447
C (3.24504, -1.14248, 8.41461)  -0.286
H (2.70825, -3.94720, 9.96512)  0.357
H (0.80990, -4.06062, 8.34756)  0.379
H (0.51383, -2.17994, 6.73223)  0.616
H (2.12529, -0.27416, 6.79672)  0.383
H (3.97128, -0.33821, 8.47683)  0.352
N (0.13240, 1.77355, 4.14331)  -0.471
C (-0.83786, 1.01902, 4.68960)  0.165
C (-1.91030, 1.53751, 5.39799)  -0.789
C (-1.98790, 2.91388, 5.55789)  -0.506
C (-0.99866, 3.71608, 5.00599)  -0.422
C (0.03162, 3.10239, 4.31180)  -0.398
H (-0.73096, -0.05188, 4.54008)  0.714
H (-2.66537, 0.88187, 5.81513)  0.467
H (-2.81124, 3.35738, 6.10724)  0.426
H (-1.02781, 4.79326, 5.11227)  0.421
H (0.82624, 3.68733, 3.85939)  0.438
N (1.34968, -4.34496, -5.00865)  -0.367
C (1.36002, -5.67250, -5.21896)  -0.178
C (2.05370, -6.28458, -6.24987)  -0.552
C (2.77782, -5.48251, -7.12050)  -0.194
C (2.78328, -4.10787, -6.92836)  -0.439
C (2.06037, -3.59246, -5.86509)  -0.314
H (0.77654, -6.25580, -4.51399)  0.366
H (2.02840, -7.36036, -6.36961)  0.377
H (3.33289, -5.92409, -7.94080)  0.392
H (3.33715, -3.45244, -7.58933)  0.413
H (2.03674, -2.52435, -5.67158)  0.514
N (2.01597, -1.44527, -9.71713)  -0.491
C (1.12830, -1.50902, -8.71194)  -0.229
C (0.23173, -0.49692, -8.40911)  -0.532
C (0.25290, 0.65245, -9.18619)  -0.289
C (1.16158, 0.74572, -10.23057)  -0.341
C (2.01434, -0.32332, -10.45434)  -0.211
H (1.15266, -2.42526, -8.13238)  0.581
H (-0.46493, -0.60420, -7.58677)  0.391
H (-0.43235, 1.46758, -8.98011)  0.379
H (1.20603, 1.62798, -10.85676)  0.361
H (2.73995, -0.29952, -11.26101)  0.367
N (-2.24957, -8.35753, 6.28311)  -0.526
C (-3.12500, -9.37358, 6.22576)  -0.314
C (-4.17873, -9.43409, 5.32756)  -0.278
C (-4.34309, -8.38320, 4.43741)  -0.545
C (-3.45331, -7.31910, 4.47632)  0.013
C (-2.43040, -7.35510, 5.40997)  -0.186
H (-2.95670, -10.16939, 6.94383)  0.380
H (-4.85352, -10.28088, 5.32464)  0.368
H (-5.15645, -8.39304, 3.72003)  0.384
H (-3.55205, -6.48150, 3.79647)  0.245
H (-1.70639, -6.54790, 5.47761)  0.620
N (-1.34362, 9.49535, -0.49722)  -0.427
C (-2.17068, 9.64385, 0.55062)  -0.210
C (-1.76448, 10.09409, 1.79634)  -0.457
C (-0.42493, 10.40709, 1.97641)  -0.142
C (0.45248, 10.26138, 0.91160)  -0.568
C (-0.05267, 9.80714, -0.29576)  -0.019
H (-3.20710, 9.38361, 0.36155)  0.365
H (-2.47700, 10.19711, 2.60519)  0.359
H (-0.06810, 10.76152, 2.93728)  0.376
H (1.50433, 10.49596, 1.01690)  0.358
H (0.59341, 9.68034, -1.15895)  0.372

**HOMO energy**: -0.40244 Eh
**Total charge**: +1
**DFT total energy**: -102735.164 eV


(3)
Molecular formula: C8H12NO2
Method: DFT, the ωB97M-V functional and the def2-TZVPD basis

Each line ends with the Mulliken charge.
CARTESIAN COORDINATES (ANGSTROEM)
C (-2.86983, 0.67569, -0.11645)  -0.145
C (-1.94971, 1.51585, 0.59016)  -0.609
C (-2.53029, -0.49894, -0.71301)  -0.864
C (-0.65472, 1.34569, 0.55250)  -0.300
C (0.50769, -1.82934, 0.67229)  -0.562
C (-1.18569, -1.04052, -0.60004)  0.254
C (1.09937, -0.43902, 0.39857)  0.127
C (3.02345, 0.66221, -0.48954)  -0.686
N (0.01299, 0.34028, -0.20941)  -0.152
O (-0.90565, -1.76380, 0.51677)  -0.336
O (2.21067, -0.53780, -0.39138)  -0.427
H (-3.87500, 0.97629, -0.00335)  0.388
H (-2.40104, 2.22558, 1.16547)  0.524
H (-3.05936, -1.17405, -1.20775)  0.498
H (0.19031, 1.89455, 1.04939)  0.409
H (1.05576, -2.55259, 0.00424)  0.331
H (0.61600, -2.00400, 1.71340)  0.338
H (-0.64808, -1.30644, -1.43663)  0.479
H (1.25989, 0.00439, 1.32435)  0.447
H (2.52536, 1.48953, -1.10373)  0.275
H (3.74604, 0.33417, -1.13836)  0.338
H (3.47390, 0.92990, 0.54888)  0.284
H (0.35793, 0.75237, -1.12637)  0.389

**HOMO energy**: -0.50017 Eh
**Total charge**: +1
**Energy above the lowest of the compared OMol25 structures with the same formula, charge and spin**: 2.6932 eV
**DFT total energy**: -14065.430 eV


(4)
Molecular formula: C4H8O
Method: DFT, the ωB97M-V functional and the def2-TZVPD basis

Each line ends with the Mulliken charge.
CARTESIAN COORDINATES (ANGSTROEM)
C (0.11495, -0.41230, -1.46696)  -0.987
C (0.12192, -0.92627, 0.03790)  -0.587
C (-0.45752, 0.06894, 1.01294)  -0.222
C (0.14656, 1.48135, 0.90955)  0.048
H (-0.87210, -0.20278, -1.95426)  0.293
H (0.64363, -1.11391, -2.10510)  0.329
H (0.57176, 0.63265, -1.48819)  0.240
H (-0.38405, -1.93893, 0.19667)  0.308
H (1.16033, -1.15348, 0.18337)  0.305
H (-0.24376, -0.34073, 1.96802)  0.290
H (-1.58155, 0.00392, 0.95650)  0.276
H (1.26390, 1.41198, 0.28890)  0.217
O (-0.48406, 2.48956, 1.46065)  -0.510

**HOMO energy**: -0.36666 Eh
**Energy above the lowest of the compared OMol25 structures with the same formula, charge and spin**: 1.7331 eV
**DFT total energy**: -6323.435 eV